DFT (ωB97M-V/def2-TZVPD) results for a cluster of 8 separate species, C31H81ClN7O16 in total.

Element x y z (Å)
1 Cl -0.66 0.74 1.50
2 O -0.16 -0.26 0.54
3 O 0.33 0.91 2.50
4 O -1.11 1.95 0.83
5 O -1.87 0.22 2.08
6 C 0.33 2.58 -2.39
7 O 0.44 1.64 -3.52
8 C -0.42 1.97 -4.59
9 C -0.29 0.90 -5.71
10 N -1.18 1.12 -6.84
11 C -1.52 -0.06 -7.63
12 C -2.23 -1.17 -6.86
13 O -2.58 -2.11 -7.78
14 C -2.94 -3.37 -7.25
15 H -0.58 2.33 -1.86
16 H 0.24 3.63 -2.66
17 H 1.15 2.30 -1.74
18 H -0.19 2.98 -4.94
19 H -1.45 1.98 -4.23
20 H -0.44 -0.10 -5.30
21 H 0.75 0.91 -6.05
22 H -0.69 1.86 -7.32
23 H -0.76 -0.50 -8.28
24 H -2.30 0.37 -8.27
25 H -3.17 -0.77 -6.48
26 H -1.62 -1.61 -6.07
27 H -2.17 -3.87 -6.66
28 H -3.10 -3.89 -8.19
29 H -3.80 -3.32 -6.59
30 C 4.50 -2.74 2.67
31 O 3.30 -3.47 2.27
32 C 2.23 -2.71 1.89
33 C 0.91 -3.51 2.21
34 N 0.76 -4.85 1.77
35 C -0.64 -5.16 2.01
36 C -0.92 -6.59 1.61
37 O -1.72 -6.56 0.42
38 C -2.20 -7.89 0.08
39 H 4.91 -3.42 3.42
40 H 4.22 -1.83 3.19
41 H 5.19 -2.57 1.84
42 H 2.32 -2.43 0.84
43 H 2.19 -1.73 2.36
44 H 0.15 -2.77 1.94
45 H 0.67 -3.52 3.27
46 H 0.79 -4.94 0.76
47 H -1.27 -4.47 1.45
48 H -0.94 -5.04 3.06
49 H -1.56 -6.98 2.41
50 H -0.01 -7.14 1.42
51 H -1.50 -8.72 0.21
52 H -2.59 -7.80 -0.93
53 H -2.98 -8.13 0.81
54 C -8.59 1.27 -6.63
55 O -7.36 1.41 -5.96
56 C -7.26 0.63 -4.75
57 C -5.78 0.75 -4.30
58 N -5.69 0.07 -3.03
59 C -4.47 0.34 -2.27
60 C -3.07 -0.06 -2.76
61 O -2.70 -1.35 -2.41
62 C -1.41 -1.76 -2.67
63 H -8.75 0.21 -6.82
64 H -8.81 1.78 -7.57
65 H -9.40 1.54 -5.94
66 H -7.55 -0.40 -4.94
67 H -7.90 1.13 -4.03
68 H -5.65 1.83 -4.29
69 H -5.05 0.44 -5.05
70 H -5.87 -0.92 -3.08
71 H -4.58 -0.20 -1.32
72 H -4.56 1.40 -2.02
73 H -2.32 0.49 -2.18
74 H -3.13 0.33 -3.78
75 H -0.74 -1.05 -2.19
76 H -1.10 -1.70 -3.71
77 H -1.28 -2.80 -2.37
78 C 0.12 5.03 5.71
79 O 0.40 3.59 5.79
80 C 1.64 3.33 6.42
81 C 1.67 1.83 6.68
82 N 2.04 1.10 5.48
83 C 2.09 -0.35 5.60
84 C 0.77 -1.13 5.91
85 O 0.93 -2.59 5.86
86 C -0.38 -3.19 6.18
87 H 0.50 5.71 6.47
88 H -0.88 5.39 5.46
89 H 0.86 5.36 4.98
90 H 1.59 3.87 7.37
91 H 2.51 3.66 5.85
92 H 0.65 1.66 7.03
93 H 2.37 1.51 7.45
94 H 1.21 1.38 4.98
95 H 2.98 -0.52 6.20
96 H 2.42 -0.61 4.60
97 H 0.02 -0.83 5.18
98 H 0.35 -0.85 6.87
99 H -0.15 -4.21 6.49
100 H -0.96 -3.00 5.28
101 H -0.94 -2.85 7.06
102 C 4.23 4.50 2.21
103 O 4.83 3.23 2.36
104 C 3.81 2.25 2.64
105 C 4.25 0.79 2.39
106 N 4.13 0.27 1.04
107 C 4.94 1.03 0.08
108 C 6.42 0.77 0.26
109 O 7.07 1.70 -0.68
110 C 8.46 1.83 -0.48
111 H 4.99 5.23 1.92
112 H 3.60 4.86 3.03
113 H 3.50 4.51 1.41
114 H 2.82 2.39 2.22
115 H 3.65 2.36 3.72
116 H 3.61 0.31 3.13
117 H 5.27 0.66 2.76
118 H 3.15 0.38 0.84
119 H 4.64 2.07 0.17
120 H 4.70 0.79 -0.96
121 H 6.57 -0.27 -0.05
122 H 6.82 0.91 1.26
123 H 8.95 0.88 -0.70
124 H 8.76 2.24 0.49
125 H 8.77 2.53 -1.26
126 C -0.39 5.56 1.22
127 O -0.20 6.77 1.25
128 N 0.38 4.82 0.44
129 N -1.23 4.92 2.05
130 H 0.78 5.26 -0.36
131 H 0.02 3.87 0.36
132 H -1.13 3.92 2.00
133 H -1.61 5.55 2.74
134 O -2.60 -2.24 0.37
135 H -2.61 -2.11 -0.58
136 H -1.92 -1.64 0.68

Charge   -1
Largest force on an atom   3.38 eV/Å
E_tot   -3276.54672 hartree
Kohn-Sham gap   0.3159 Ha
Multiplicity   1